# 1
Below is C12H27FN2O7Si2 as an isolated structure at a distorted geometry, with properties calculated with ωB97M-V/def2-TZVPD.

Values from the calculation:
E_HOMO = -9.0 eV
Energy relative to the best compared isomer or geometry (same formula, charge and spin) = 613.4 kJ/mol
HOMO-LUMO gap = 8.199 eV
Spin multiplicity = 1

Atoms and positions in Å:
Si (-5.701, 2.946, -2.576)
Si (-3.477, 1.817, -1.247)
F (-7.907, -1.911, -0.944)
O (4.620, -1.066, 3.873)
O (-4.557, 3.247, -1.250)
O (-0.858, 0.750, -2.416)
O (-6.043, 0.428, -3.777)
O (2.061, 0.767, 0.581)
O (-5.598, -1.653, -1.593)
O (-0.246, -1.211, -3.674)
N (4.141, -1.571, 0.940)
N (-6.967, 0.477, -1.415)
C (-6.301, 1.077, -2.637)
C (5.346, -0.988, 1.541)
C (-0.541, 1.172, -1.043)
C (3.718, -2.074, 4.314)
C (3.269, 0.582, -0.161)
C (-0.867, -0.712, -2.569)
C (5.600, -1.556, 2.947)
C (-1.746, 2.166, -0.474)
C (-6.770, -1.024, -1.329)
C (-1.593, -1.800, -1.581)
C (2.239, 0.834, 1.990)
C (3.708, -0.892, -0.284)
H (3.198, 1.280, 2.269)
H (5.652, -2.650, 2.938)
H (-0.948, -1.837, -0.580)
H (3.049, 0.938, -1.175)
H (-1.449, 3.307, -0.631)
H (6.570, -1.186, 3.298)
H (-4.148, 0.653, -0.613)
H (-1.796, 2.012, 0.695)
H (4.506, -0.967, -1.036)
H (-1.598, -2.907, -1.989)
H (3.125, -1.661, 5.136)
H (4.065, 1.232, 0.217)
H (4.256, -2.952, 4.683)
H (0.439, 1.843, -1.117)
H (2.858, -1.464, -0.673)
H (-2.656, -1.384, -1.318)
H (-0.285, 0.305, -0.300)
H (-3.358, 1.448, -2.682)
H (6.210, -1.211, 0.904)
H (-6.915, 3.782, -2.466)
H (2.135, -0.161, 2.425)
H (3.385, -1.526, 1.611)
H (1.438, 1.454, 2.402)
H (5.257, 0.097, 1.633)
H (3.035, -2.361, 3.512)
H (-6.550, 0.852, -0.523)
H (-5.002, 3.259, -3.841)

Here are the Mulliken charges for atoms 1 to 5, given in e: 0.46 0.58 -0.23 -0.33 -0.37



# 2
Below is a 2-piece molecular cluster, C5H11NO overall at a distorted geometry, with properties calculated with ωB97M-V/def2-TZVPD.

Values from the calculation:
SMILES = C=CCNC=C.O
E_HOMO = -8.0 eV
Energy relative to the best compared isomer or geometry (same formula, charge and spin) = 241.4 kJ/mol
HOMO-LUMO gap = 8.811 eV
Spin multiplicity = 1

Atoms and positions in Å:
O (0.372, -3.420, -4.576)
N (0.309, 1.123, 0.263)
C (-0.300, 0.552, 3.029)
C (-0.679, 0.468, -0.440)
C (-1.776, 1.007, -0.943)
C (0.860, 0.175, 2.508)
C (1.236, 0.354, 1.051)
H (-0.358, 0.469, 4.096)
H (-0.377, -0.538, -0.514)
H (-1.081, 0.912, 2.386)
H (-0.427, -2.907, -4.726)
H (2.247, 0.776, 1.083)
H (1.643, -0.275, 3.111)
H (1.378, -0.592, 0.552)
H (0.300, 2.108, 0.459)
H (-2.473, 0.563, -1.641)
H (-1.977, 2.073, -0.852)
H (1.103, -2.849, -4.847)

Here are the Mulliken charges for atoms 1 to 5, given in e: -0.64 -0.23 -0.77 0.16 -0.87



# 3
Below is a 2-piece molecular cluster, C4H2F2N2 overall at a distorted geometry, with properties calculated with ωB97M-V/def2-TZVPD.

Values from the calculation:
E_HOMO = -9.4 eV
Energy relative to the best compared isomer or geometry (same formula, charge and spin) = 497.1 kJ/mol
HOMO-LUMO gap = 9.647 eV
Spin multiplicity = 1

Atoms and positions in Å:
F (-1.451, 0.415, -1.679)
F (-1.969, 1.049, 0.311)
N (1.555, 0.510, -0.946)
N (1.643, -0.065, 0.139)
C (0.782, 1.124, -0.093)
C (0.049, -1.729, 0.591)
C (-1.175, 0.239, -0.340)
C (-0.810, -0.984, 0.197)
H (0.896, 1.916, 0.630)
H (0.481, -2.476, 1.189)

Here are the Mulliken charges for atoms 1 to 5, given in e: -0.26 -0.24 -0.32 -0.24 0.17



# 4
Below is C6H12 as an isolated structure, with properties calculated with ωB97M-V/def2-TZVPD.

Values from the calculation:
E_HOMO = -7.4 eV
Energy relative to the best compared isomer or geometry (same formula, charge and spin) = 505.4 kJ/mol
HOMO-LUMO gap = 8.511 eV
Spin multiplicity = 1

Atoms and positions in Å:
C (0.868, 0.461, -0.068)
C (-1.531, -1.039, -0.820)
C (-1.547, 1.185, 0.111)
C (-0.282, 0.994, 0.655)
C (2.029, -0.105, 0.717)
C (-0.223, -1.439, -0.799)
H (-2.352, 1.421, 0.804)
H (0.161, -2.013, 0.042)
H (2.725, -0.627, 0.055)
H (1.657, -0.835, 1.447)
H (-1.688, 1.533, -0.906)
H (0.351, -1.521, -1.719)
H (1.001, 0.729, -1.112)
H (2.601, 0.650, 1.270)
H (-1.984, -0.722, -1.757)
H (0.648, 1.791, 0.379)
H (-2.224, -1.303, -0.030)
H (-0.210, 0.840, 1.732)

Here are the Mulliken charges for atoms 1 to 5, given in e: -0.34 -0.54 -1.22 0.38 -1.22



# 5
Below is a 5-piece molecular cluster, C4H15NO4 overall at a distorted geometry, with properties calculated with ωB97M-V/def2-TZVPD.

Values from the calculation:
E_HOMO (spin up / spin down) = -0.1 / -3.1 eV
<S²> = 0.76
Total charge = -1
HOMO-LUMO gap (spin up / spin down) = 3.356 / 6.233 eV
Spin multiplicity = 2

Atoms and positions in Å:
O (0.592, -3.582, 1.549)
O (-1.533, 3.463, 0.621)
O (0.572, -0.351, -3.323)
O (1.985, -1.517, -0.682)
N (-1.537, 0.834, -0.485)
C (-0.796, 0.196, 0.564)
C (-1.510, -0.680, 1.359)
C (0.571, 0.488, 0.804)
C (1.276, 1.641, 0.547)
H (-2.468, -1.160, 1.174)
H (-1.349, 2.499, 0.543)
H (1.136, -3.007, 0.991)
H (1.066, -0.326, 1.321)
H (2.851, -1.930, -0.566)
H (-2.351, 0.310, -0.743)
H (-1.140, -0.973, 2.334)
H (1.655, -2.032, -1.435)
H (2.253, 1.915, 0.922)
H (-0.254, -3.105, 1.537)
H (1.255, 0.053, -2.771)
H (-2.279, 3.339, 0.008)
H (-1.087, 1.160, -1.332)
H (0.728, 2.517, 0.211)
H (-0.153, 0.272, -3.414)

Here are the Mulliken charges for atoms 1 to 5, given in e: -0.81 -0.77 -0.76 -0.55 -0.58



# 6
Below is one molecule with the formula C22H23NO3, with properties calculated with ωB97M-V/def2-TZVPD.

Values from the calculation:
SMILES = COc1ccccc1OCCCn1cc(C(=O)C2CC2)c2ccccc21
E_HOMO = -7.9 eV
Energy relative to the best compared isomer or geometry (same formula, charge and spin) = 186.8 kJ/mol
HOMO-LUMO gap = 8.484 eV
Spin multiplicity = 1

Atoms and positions in Å:
O (-3.189, -1.598, -0.875)
O (-0.877, 0.876, -1.774)
O (1.566, -0.583, -1.434)
N (0.612, -2.214, 0.722)
C (-3.834, 1.355, -0.001)
C (-1.377, -1.173, 0.540)
C (1.794, -0.527, 2.147)
C (1.507, 0.752, -1.116)
C (-3.538, 0.085, 0.763)
C (-0.821, -0.193, -2.693)
C (-2.738, -0.957, 0.059)
C (0.453, 1.424, 2.611)
C (0.162, 2.732, -0.850)
C (0.272, 1.411, -1.269)
C (2.293, -2.802, -0.982)
C (-0.627, -2.270, 0.180)
C (2.464, 2.792, -0.239)
C (1.645, 0.711, 2.734)
C (0.718, -1.042, 1.434)
C (1.237, 3.419, -0.322)
C (2.593, 1.473, -0.637)
C (2.714, -1.336, -1.111)
C (-0.515, -0.351, 1.343)
C (1.683, -3.114, 0.395)
C (-4.923, 0.372, 0.258)
C (-0.626, 0.909, 1.928)
H (2.466, 1.140, 3.287)
H (-3.827, 2.285, 0.549)
H (-1.820, -0.256, -3.122)
H (-0.090, 0.001, -3.483)
H (-1.529, 1.487, 1.831)
H (2.725, -1.068, 2.241)
H (0.381, 2.403, 3.062)
H (3.327, 3.318, 0.139)
H (-5.265, -0.232, -0.568)
H (1.299, -4.139, 0.395)
H (1.562, -3.011, -1.763)
H (-0.587, -1.138, -2.203)
H (-0.936, -3.105, -0.420)
H (3.155, -0.995, -0.168)
H (-3.343, 0.168, 1.823)
H (3.463, -1.226, -1.909)
H (-0.804, 3.202, -0.952)
H (-3.429, 1.429, -0.998)
H (3.562, 1.005, -0.566)
H (1.119, 4.442, 0.001)
H (-5.688, 0.618, 0.980)
H (2.452, -3.034, 1.167)
H (3.160, -3.445, -1.135)

Here are the Mulliken charges for atoms 1 to 5, given in e: -0.70 -0.24 -0.19 0.33 -0.48



# 7
Below is a 2-piece molecular cluster, C3H4O overall at a distorted geometry, with properties calculated with ωB97M-V/def2-TZVPD.

Values from the calculation:
E_HOMO = -10.2 eV
Energy relative to the best compared isomer or geometry (same formula, charge and spin) = 422.4 kJ/mol
HOMO-LUMO gap = 9.917 eV
Spin multiplicity = 1

Atoms and positions in Å:
O (-0.829, 0.581, -1.824)
C (0.351, 0.479, -1.865)
C (-0.324, -0.310, 1.711)
C (0.080, -1.473, 1.369)
H (0.963, 0.807, -0.991)
H (0.856, -0.370, -2.461)
H (-1.005, -0.531, 2.485)
H (-0.092, 0.818, 1.576)

Here are the Mulliken charges for atoms 1 to 5, given in e: -0.32 -0.06 -0.37 -0.15 0.16



# 8
Below is a 2-piece molecular cluster, C14H18BCl4NO3 overall at a distorted geometry, with properties calculated with ωB97M-V/def2-TZVPD.

Values from the calculation:
E_HOMO = -8.2 eV
Energy relative to the best compared isomer or geometry (same formula, charge and spin) = 0.0 kJ/mol
HOMO-LUMO gap = 6.265 eV
Spin multiplicity = 1

Atoms and positions in Å:
Cl (4.051, -0.289, -0.947)
Cl (4.328, 2.766, -0.570)
Cl (5.156, 0.836, 1.656)
Cl (-2.904, 1.046, 4.559)
O (-0.044, -1.890, 0.208)
O (-2.093, -1.983, -0.805)
O (2.588, 1.232, 0.769)
N (0.637, 1.360, -2.587)
C (1.934, 0.253, 1.265)
C (-0.872, -1.414, -0.556)
C (0.152, 1.759, 2.093)
C (-0.468, 2.027, -3.246)
C (-0.727, -0.193, -1.356)
C (-2.319, -3.233, -0.104)
C (0.475, 0.356, -1.698)
C (-0.764, -0.359, 3.713)
C (-0.978, 1.934, 2.875)
C (0.767, 0.492, 2.048)
C (0.353, -0.538, 2.921)
C (1.946, 1.866, -2.955)
C (-3.651, -3.841, -0.471)
C (-1.450, 0.866, 3.665)
B (3.986, 1.162, 0.268)
H (-1.513, 2.874, 2.880)
H (-0.264, 3.107, -3.249)
H (2.727, 1.187, -2.608)
H (-3.712, -4.116, -1.527)
H (-1.413, 1.826, -2.742)
H (2.107, 2.840, -2.481)
H (-1.612, 0.079, -1.937)
H (1.997, 2.002, -4.041)
H (-1.128, -1.161, 4.345)
H (0.593, 2.595, 1.547)
H (-1.506, -3.927, -0.352)
H (0.954, -1.442, 2.967)
H (1.400, -0.065, -1.292)
H (-3.756, -4.758, 0.113)
H (-0.538, 1.712, -4.299)
H (-2.291, -3.017, 0.971)
H (2.342, -0.760, 1.175)
H (-4.489, -3.190, -0.213)

Here are the Mulliken charges for atoms 1 to 5, given in e: -0.30 -0.30 -0.30 -0.19 -0.68



# 9
Below is a 9-piece molecular cluster, C5H26NO10 overall at a distorted geometry, with properties calculated with ωB97M-V/def2-TZVPD.

Values from the calculation:
E_HOMO = -5.3 eV
Energy relative to the best compared isomer or geometry (same formula, charge and spin) = 181.3 kJ/mol
Total charge = -1
HOMO-LUMO gap = 8.103 eV
Spin multiplicity = 1

Atoms and positions in Å:
O (2.041, 0.641, 2.087)
O (0.863, -3.844, -1.148)
O (-2.630, 2.656, -0.295)
O (1.409, 3.275, 0.491)
O (-2.758, 1.256, 2.123)
O (2.041, -2.214, 2.466)
O (0.624, -2.280, 0.476)
O (-0.964, 3.558, 1.984)
O (-2.250, 1.208, -2.688)
O (-0.516, -0.684, 2.296)
N (0.030, -0.349, -1.338)
C (0.877, 0.595, -2.052)
C (0.639, -2.709, -0.717)
C (-1.353, -2.241, -2.124)
C (2.370, 0.230, -1.655)
C (0.073, -1.753, -1.797)
H (2.374, -0.281, 2.113)
H (2.805, -2.067, 1.891)
H (1.479, -2.723, 1.706)
H (0.833, 0.661, -3.137)
H (3.043, 0.791, -2.329)
H (-2.163, -1.645, -1.677)
H (-1.683, -2.052, -3.143)
H (1.181, 0.424, 2.495)
H (-3.471, 1.263, 1.484)
H (-0.082, 3.652, 1.601)
H (0.059, -0.960, 1.542)
H (-2.356, 1.757, -1.885)
H (-0.489, -1.369, 2.969)
H (0.782, -1.826, -2.613)
H (0.641, 1.610, -1.739)
H (-1.600, -3.193, -1.646)
H (0.109, -0.306, -0.333)
H (-2.215, 3.327, 0.273)
H (1.447, 2.311, 0.475)
H (2.552, 0.282, -0.578)
H (-2.185, 1.826, -0.091)
H (2.299, 3.627, 0.441)
H (-2.310, 0.398, 2.186)
H (2.448, -0.826, -1.801)
H (-1.395, 0.822, -2.440)
H (-1.270, 2.767, 2.464)

Here are the Mulliken charges for atoms 1 to 5, given in e: -0.68 -0.74 -0.72 -0.69 -0.64



# 10
Below is C8H14MoN2O4Te4 as an isolated structure at a distorted geometry, with properties calculated with ωB97M-V/def2-TZVPD.

Values from the calculation:
E_HOMO (spin up / spin down) = -7.6 / -7.8 eV
<S²> = 2.04
HOMO-LUMO gap (spin up / spin down) = 5.961 / 6.359 eV
Spin multiplicity = 3

Atoms and positions in Å:
Te (0.380, -4.207, -0.399)
Te (1.801, -1.505, -3.616)
Te (-0.713, -2.532, -4.064)
Te (-0.363, -4.959, -2.899)
Mo (1.577, -2.015, -0.913)
O (1.807, -2.121, 1.182)
O (3.454, -2.262, -0.737)
O (5.228, -1.859, 0.554)
O (3.375, -1.868, 2.743)
N (-1.393, 1.073, -0.131)
N (0.132, -0.538, -0.853)
C (-1.149, -1.063, 1.094)
C (0.332, 2.755, -0.771)
C (4.047, -2.028, 0.401)
C (-0.969, 2.041, -1.136)
C (-0.770, -0.113, 0.002)
C (3.016, -1.990, 1.595)
C (-2.448, 1.494, 0.776)
C (-1.893, 2.266, 1.971)
H (0.632, 3.415, -1.581)
H (-0.250, -1.598, 1.402)
H (-1.519, 3.236, 1.658)
H (-1.076, 1.718, 2.434)
H (0.296, 0.135, -1.606)
H (1.140, 2.051, -0.590)
H (-1.765, 2.779, -1.242)
H (-1.568, -0.584, 1.971)
H (-3.147, 2.123, 0.218)
H (-0.866, 1.555, -2.113)
H (0.210, 3.353, 0.127)
H (-1.860, -1.795, 0.700)
H (-3.004, 0.618, 1.111)
H (-2.673, 2.422, 2.711)

Here are the Mulliken charges for atoms 1 to 5, given in e: 0.04 -0.20 -0.10 -0.04 0.62



# 11
Below is an isolated ion of composition C5H7N6O3S and charge +1 at a distorted geometry, with properties calculated with ωB97M-V/def2-TZVPD.

Values from the calculation:
E_HOMO (spin up / spin down) = -13.1 / -13.2 eV
Energy relative to the best compared isomer or geometry (same formula, charge and spin) = 165.6 kJ/mol
Total charge = +1
HOMO-LUMO gap (spin up / spin down) = 6.927 / 8.300 eV
Spin multiplicity = 1

Atoms and positions in Å:
S (-0.742, 1.143, 0.192)
O (2.197, 3.375, 1.162)
O (3.115, 1.251, 4.672)
O (3.294, 3.560, 2.991)
N (2.759, 2.986, 2.134)
N (1.965, 0.776, 1.444)
N (2.735, 1.449, 2.344)
N (1.659, -0.156, 3.457)
N (-0.339, -0.528, 0.552)
N (0.303, -0.879, 1.687)
C (2.631, 0.834, 3.674)
C (1.234, -0.129, 2.153)
C (-1.463, 0.749, -1.435)
C (1.645, -0.217, -0.691)
C (2.364, 0.504, 0.152)
H (1.612, -0.835, -1.519)
H (-0.389, -1.225, -0.202)
H (-0.594, 0.468, -2.069)
H (-2.082, -0.064, -1.290)
H (1.350, -0.547, 4.263)
H (3.374, 0.937, -0.156)
H (-2.166, 1.460, -1.679)

Here are the Mulliken charges for atoms 1 to 5, given in e: 0.22 -0.50 -0.43 -0.50 1.09



# 12
Below is one molecule with the formula C8H15N at a distorted geometry, with properties calculated with ωB97M-V/def2-TZVPD.

Values from the calculation:
SMILES = C/C=C(/N)C(C)=C(C)C
E_HOMO = -7.5 eV
Energy relative to the best compared isomer or geometry (same formula, charge and spin) = 205.9 kJ/mol
HOMO-LUMO gap = 8.484 eV
Spin multiplicity = 1

Atoms and positions in Å:
N (0.444, 1.806, -1.949)
C (0.488, -0.727, 0.469)
C (0.917, 1.723, 1.191)
C (1.045, -1.754, -0.490)
C (-0.102, 0.929, -1.013)
C (0.533, 0.649, 0.219)
C (-1.166, 0.066, -1.274)
C (0.402, -1.252, 1.881)
C (-2.352, -0.140, -0.372)
H (-3.200, 0.475, -0.693)
H (-2.699, -1.177, -0.414)
H (-0.035, 1.858, -2.835)
H (1.098, -1.378, -1.509)
H (1.450, 1.813, -2.030)
H (-0.227, -0.633, 2.521)
H (-1.401, -0.125, -2.325)
H (-0.024, -2.258, 1.887)
H (0.440, -2.664, -0.486)
H (1.857, 1.514, 1.709)
H (1.390, -1.321, 2.347)
H (0.155, 1.837, 1.965)
H (-2.113, 0.112, 0.660)
H (1.047, 2.698, 0.718)
H (2.054, -2.049, -0.176)

Here are the Mulliken charges for atoms 1 to 5, given in e: -0.50 0.98 -1.48 -1.37 0.35